Record 1
The following is a DFT calculation (the ωB97M-V functional and the def2-TZVPD basis) of an isolated ion of composition C9H8NO3 and charge +1 at a distorted geometry.

XYZ file:
```
21
Properties=species:S:1:pos:R:3:forces:R:3
C 0.30031 -1.08657 0.28855 -0.659 0.349 -0.135
H -0.30996 3.43834 1.49770 -0.895 -0.497 -0.088
N -2.24739 -1.74265 -1.41347 -1.963 2.043 -1.105
C -1.02940 -1.68763 0.56222 -0.059 -0.369 -2.065
H 1.00978 -1.73746 -0.19806 0.107 -0.374 -0.148
H -1.21845 1.14425 1.19375 -0.656 -1.272 0.787
C 1.90004 0.67395 -0.13315 2.915 -1.964 0.359
O -2.02390 -3.91297 -1.91456 -0.165 -2.448 -1.140
C 0.15233 2.59296 1.00813 1.993 -1.393 0.033
C 2.29327 1.97259 -0.15817 -1.187 0.653 -0.210
H 3.23692 2.11618 -0.68772 -0.286 0.931 0.573
C 1.36532 2.91890 0.39355 1.710 1.767 -0.378
H -1.37219 -1.77936 1.54250 -0.104 0.264 1.966
H 1.57146 4.04126 0.41912 0.192 -1.726 -0.395
C -1.72777 -3.04863 -1.21242 1.500 1.566 2.041
C 0.70204 0.23267 0.39626 -3.181 0.807 1.883
C -0.17052 1.23947 1.03721 -0.006 1.229 -1.772
O -2.04752 -1.04456 -2.35943 0.413 -0.741 -0.088
H -1.93680 -1.15283 0.00198 1.503 -0.069 1.215
H 2.68098 -0.13118 -0.29971 -1.065 1.051 -0.491
O -1.12855 -3.04672 0.03571 -0.106 0.193 -0.841
```
Forces are in eV/Å.

net charge	+1
E_HOMO	-13.028	eV
energy relative to the best compared isomer or geometry (same formula, charge and spin)	388.1	kJ/mol

Mulliken atomic charge list, values in e, 6 entries:
1. C -0.24
2. H 0.41
3. N 0.11
4. C -0.80
5. H 0.43
6. H 0.34


Record 2
The following is a DFT calculation (the ωB97M-V functional and the def2-TZVPD basis) of C9H8NO5 as an isolated structure at a distorted geometry.

XYZ file:
```
23
Properties=species:S:1:pos:R:3:forces:R:3
C -0.53562 -1.54316 -1.99980 4.414 2.755 2.446
C 0.35754 2.37559 1.31677 -0.613 -1.594 -0.824
H -0.51575 -3.19819 0.43021 0.277 -0.251 -0.116
O 0.90043 -3.63699 -0.18001 0.578 -0.394 -0.244
C -1.01967 0.44059 0.82971 2.277 3.219 -0.276
H -1.58765 2.31312 1.72261 -2.394 0.895 0.780
N -1.70582 -0.85271 -1.95260 -0.433 2.229 -2.495
C 1.35155 0.50865 0.14336 0.331 -0.224 2.548
H -1.95091 0.03441 0.77935 -2.296 -1.479 0.132
H 2.37908 2.41582 0.84686 -1.230 -2.025 -0.309
C -0.86033 1.77349 1.24242 0.513 -1.551 0.288
O -0.92404 -2.29448 0.52114 -0.452 0.840 0.129
C 1.43144 1.72810 0.78255 2.873 2.485 -0.573
O -1.61459 0.35621 -2.30103 -0.609 -0.734 0.918
C 0.09641 -0.15570 0.31328 1.691 -1.186 -1.548
H 0.45441 3.25195 1.85034 0.279 1.980 0.776
C -0.01119 -1.55747 -0.15407 -0.402 -0.271 -1.786
O -2.74728 -1.40474 -1.69772 -1.082 -0.422 0.719
C 1.22488 -2.44737 -0.48435 -1.167 -1.558 1.395
H 2.34602 0.01381 0.06006 -1.378 -0.055 -1.028
O 2.25537 -2.04586 -0.97756 1.017 0.887 -0.669
H 0.32251 -0.90652 -2.41858 -1.619 -1.344 0.386
H -0.50871 -2.56438 -2.08250 -0.578 -2.204 -0.649
```
Forces are in eV/Å.

net charge	-1
E_HOMO	-5.133	eV
energy relative to the best compared isomer or geometry (same formula, charge and spin)	139.0	kJ/mol

Mulliken atomic charge list, values in e, 6 entries:
1. C -1.14
2. C -0.50
3. H 0.39
4. O -0.81
5. C -0.56
6. H 0.39


no.,LUMO level (eV),total energy (hartree)
1,-6.86,-627.74979
2,3.42,-778.64095